16
Properties=species:S:1:pos:R:3:lowdin_charge:R:1 method="wB97M-V/def2-TZVPD" homo_lumo_gap_ev=9.936 largest_force_ha_per_bohr=0.05652 total_energy_ha=-325.8806 lumo_ev=0.90 de_lowest_ev=1.550
H -1.238 -0.543 -1.546 0.127
H -0.939 0.024 2.606 0.137
O 1.728 -1.265 -1.407 0.023
H -2.330 0.894 -0.056 0.114
C -0.863 -0.616 -0.504 -0.186
C -1.833 0.038 0.458 -0.165
H 0.315 2.101 0.341 0.122
H 1.123 1.034 1.498 0.121
H -0.699 -1.725 -0.463 0.132
C 0.296 1.088 0.757 -0.182
N 0.341 0.107 -0.286 -0.125
H 2.335 0.553 -0.719 0.130
C 1.561 -0.188 -0.866 -0.290
C -0.925 0.662 1.628 -0.138
H -1.525 1.520 1.949 0.087
H -2.713 -0.458 0.825 0.094

***

12
Properties=species:S:1:pos:R:3:lowdin_charge:R:1 method="wB97M-V/def2-TZVPD" homo_lumo_gap_ev=10.969 largest_force_ha_per_bohr=0.00845 total_energy_ha=-248.4503 lumo_ev=1.03 de_lowest_ev=2.074
H 1.713 0.784 0.993 0.101
C 0.298 0.284 -0.429 -0.288
N 0.806 0.333 0.939 0.001
H -0.170 -1.349 -1.764 0.112
C -0.246 1.262 0.540 -0.138
H 0.943 0.682 -1.212 0.135
H 0.001 2.315 0.418 0.103
C -0.470 -0.998 -0.769 -0.242
O -0.229 -2.027 0.155 -0.073
H -1.545 -0.766 -0.818 0.113
H -1.215 1.068 0.996 0.108
H 0.112 -1.586 0.951 0.067

***

46
Properties=species:S:1:pos:R:3:lowdin_charge:R:1 method="wB97M-V/def2-TZVPD" homo_lumo_gap_ev=8.250 largest_force_ha_per_bohr=0.28181 total_energy_ha=-1995.3708 lumo_ev=-0.14 de_lowest_ev=19.406
C -1.846 -1.458 -2.142 -0.045
C -5.195 -0.705 1.804 0.138
H 2.475 0.020 1.751 0.087
N -2.204 -2.332 -0.061 0.154
C -0.708 2.774 0.660 -0.175
C -4.023 -1.397 0.564 -0.249
H 4.180 -0.403 1.818 0.094
O -3.166 -2.267 0.975 0.055
H 2.468 3.466 1.282 0.093
H 5.288 -0.894 -0.091 0.183
S -4.216 1.931 -0.271 1.014
H 0.161 4.304 2.053 0.206
H 4.297 -0.929 -1.827 0.116
C 1.575 3.002 1.033 -0.025
H 2.812 -2.313 2.365 0.125
H -5.479 0.296 -1.483 0.090
S 3.394 1.560 -0.224 0.568
H 1.863 -1.897 1.069 0.100
H 2.870 -2.613 -1.246 0.173
C -2.603 2.294 -0.136 -0.645
O -1.910 3.115 0.632 0.128
N -1.798 1.463 -0.905 0.107
C 2.844 -1.863 1.396 -0.238
C -2.488 -1.545 -0.953 -0.371
H -5.182 -1.443 2.792 0.147
C 3.277 -0.464 1.340 -0.067
O 3.771 -2.856 0.844 -0.134
C 4.364 -1.014 -0.785 -0.181
C -0.442 1.612 -0.476 -0.053
H -3.880 0.619 -2.310 0.191
O 4.417 2.182 0.610 -0.258
C 0.841 1.463 -0.638 -0.132
H -5.989 -0.945 1.417 -0.052
H -0.950 -2.266 -2.241 0.157
H -2.672 -1.583 -3.137 0.188
C 1.837 1.999 -0.143 -0.305
H -5.004 0.141 2.090 -0.064
C -3.789 -0.809 -0.472 -0.271
C 0.404 3.307 1.276 -0.077
C -4.445 0.288 -1.071 -0.373
N 3.328 -0.011 -0.331 -0.170
H 1.005 0.636 -1.368 0.163
C 3.861 -2.323 -0.626 -0.185
O 3.708 1.673 -1.605 -0.292
H -1.521 -0.603 -2.306 -0.050
H 4.466 -3.212 -0.919 0.134

***

34
Properties=species:S:1:pos:R:3:lowdin_charge:R:1 method="wB97M-V/def2-TZVPD" homo_lumo_gap_ev=5.086 largest_force_ha_per_bohr=0.14268 total_energy_ha=-1562.1215 lumo_ev=6.41 de_lowest_ev=3.965 charge=-3
O -11.114 22.291 -1.797 0.069
C -12.378 22.820 -5.393 -0.914
O -12.768 25.930 -0.254 0.067
O -11.852 19.787 1.215 0.058
O -14.617 18.033 -4.226 -0.088
Be -13.626 21.956 -2.053 1.060
O -11.266 23.164 -5.896 -0.128
H -12.106 20.289 1.993 0.085
O -13.612 24.432 -1.676 -0.043
H -9.320 24.145 -1.963 0.111
N -9.029 23.181 -1.890 0.145
C -14.664 19.264 -4.330 -0.964
H -12.994 26.858 -0.350 0.072
O -15.907 22.222 -3.341 -0.025
O -16.080 21.576 -1.307 -0.040
O -13.383 22.454 -5.967 0.003
O -13.899 19.980 -3.713 -0.005
C -9.907 22.146 -1.765 -0.711
H -8.073 22.857 -1.854 0.076
H -9.779 20.226 -1.474 0.128
O -12.611 19.908 -0.915 -0.016
N -9.256 21.089 -1.491 0.171
H -18.240 21.752 -1.454 0.093
H -11.543 23.203 -3.968 0.073
O -12.403 22.790 -4.078 0.045
C -13.563 25.630 -1.283 -0.873
O -14.164 26.489 -1.942 -0.049
H -8.318 20.985 -1.131 0.106
O -15.507 19.785 -5.150 0.109
H -15.998 18.980 -5.331 0.085
C -16.638 21.994 -2.322 -0.866
C -12.640 20.301 0.256 -0.893
O -13.252 21.341 0.476 -0.028
O -17.932 22.164 -2.265 0.087

***

94
Properties=species:S:1:pos:R:3:mulliken_spin:R:1 method="wB97M-V/def2-TZVPD" homo_lumo_gap_ev="6.111 / 8.453" multiplicity=2 largest_force_ha_per_bohr=0.05050 total_energy_ha=-7177.5607 lumo_ev="-5.09 / -5.07" s2=0.75 charge=+2
O 1.099 2.889 0.178 -0.012
H -3.629 3.901 2.133 -0.001
H -2.697 1.785 -2.158 -0.012
H -3.326 -6.041 -0.525 0.000
H 1.821 -1.853 -1.987 0.001
C 4.939 3.177 2.951 -0.001
H -5.363 3.996 0.357 0.001
C 5.446 -1.724 -1.624 0.004
H 1.913 2.783 0.705 0.005
H 4.936 -4.408 1.086 0.000
H -4.903 2.840 -1.811 0.000
H 0.522 3.617 2.786 -0.002
H 6.432 -3.261 -2.744 0.000
H 3.295 0.917 4.843 0.000
C 3.710 3.898 -1.461 0.002
H -7.118 -3.217 -1.938 0.000
H -5.569 -0.963 2.035 0.000
C 3.737 1.371 3.970 -0.001
H -0.776 4.724 2.301 0.000
C 4.923 2.498 1.745 0.001
C 1.832 -0.795 -2.266 0.031
H 6.999 1.421 -2.481 0.000
H -0.301 4.339 -0.088 -0.001
C -6.300 -3.839 -1.612 0.000
C -5.043 -3.259 -1.407 0.000
C -4.433 3.476 0.187 0.007
H -0.663 1.668 1.877 -0.028
Ge 4.129 0.459 -0.188 0.005
C -4.879 -1.833 -1.703 0.001
C -6.483 -5.190 -1.392 0.000
H 1.163 4.881 0.762 0.003
H -3.170 -0.684 -1.842 0.006
C -4.171 2.846 -1.021 0.010
C -4.158 -5.419 -0.817 0.000
H -1.707 2.586 2.986 -0.001
H -5.756 -1.638 0.409 0.000
S -1.438 -1.077 0.239 0.018
C -3.123 -1.300 0.065 -0.003
H -7.278 -4.187 2.704 0.000
O -5.572 -1.164 -2.415 0.000
C -1.219 2.628 2.010 0.043
C -5.414 -5.981 -0.997 0.000
H -3.246 -1.700 1.994 -0.001
C -0.236 3.815 2.022 0.000
H -7.359 -2.444 2.951 0.000
C 6.548 2.376 -2.226 0.001
Sc -0.130 1.124 0.033 0.741
H 5.426 2.922 0.884 0.000
C 4.616 -2.366 0.536 -0.006
C -2.944 2.233 -1.202 0.014
O 1.498 0.450 0.920 0.005
H 2.629 3.808 -1.533 -0.002
H 1.196 -0.636 -3.135 -0.013
N -3.695 -1.201 -1.147 0.002
C -2.275 2.751 0.940 0.006
H 6.087 -4.979 -1.012 0.000
H 3.979 4.195 -0.452 0.000
C 2.119 0.150 -0.109 0.213
C 4.331 2.621 4.063 0.001
H 3.258 -0.281 2.705 0.000
C -5.554 -3.114 1.978 0.000
C 4.290 1.263 1.627 0.001
N -3.807 -1.590 1.158 0.004
H 4.339 3.144 5.007 0.000
C -5.233 -1.756 1.357 0.001
C -7.045 -3.223 2.262 0.000
C -3.969 -4.064 -1.016 0.001
O 1.300 -0.010 -1.194 -0.081
C 3.721 0.694 2.762 -0.001
H -7.456 -5.632 -1.535 0.000
H -5.556 -7.038 -0.834 0.000
C 5.913 -3.011 -1.831 0.000
H -4.990 -3.224 2.906 0.000
C 5.075 -3.655 0.325 -0.001
H 4.122 -2.113 1.464 -0.001
H 2.698 1.686 -3.759 0.001
H 4.148 0.753 -4.171 0.000
H -5.243 -3.912 1.304 0.000
C 4.801 -1.393 -0.440 0.007
H 4.083 2.475 -4.497 0.000
H 2.859 -0.494 -2.491 0.004
H -7.616 -3.122 1.343 0.000
Ge 4.588 2.198 -2.030 0.011
C 0.439 4.062 0.671 -0.007
C -3.466 3.426 1.179 -0.004
H 7.022 2.749 -1.323 0.000
N -2.005 2.173 -0.247 0.030
H -2.983 -3.640 -0.893 0.001
H 6.749 3.075 -3.034 0.000
H 5.434 4.133 3.027 0.000
C 3.785 1.704 -3.790 -0.001
C 5.726 -3.976 -0.855 0.000
H 4.019 4.689 -2.137 0.000
H 5.594 -0.965 -2.385 0.000

***

72
Properties=species:S:1:pos:R:3:mulliken_spin:R:1 method="wB97M-V/def2-TZVPD" homo_lumo_gap_ev="5.998 / 5.645" multiplicity=4 largest_force_ha_per_bohr=0.05255 total_energy_ha=-10282.6301 lumo_ev="-6.29 / -7.50" s2=3.76 charge=+2
H 10.882 14.523 8.687 0.001
C 11.267 9.868 13.484 -0.010
H 12.191 12.422 5.135 0.001
H 8.056 7.524 6.657 0.000
C 9.884 7.948 13.039 -0.002
H 17.799 10.018 9.102 0.003
C 12.465 6.037 8.054 0.001
C 17.315 10.969 8.954 0.011
Ge 14.495 8.901 9.308 0.607
C 11.132 13.602 8.164 0.003
C 10.276 7.979 11.727 0.012
N 11.162 8.907 11.293 0.022
C 15.616 5.993 7.793 0.044
Si 14.042 6.961 7.553 0.112
H 9.270 7.145 13.454 0.001
H 17.960 11.378 8.177 0.002
H 13.083 6.515 12.001 0.001
H 17.310 8.204 10.521 -0.018
C 8.503 6.992 7.463 0.001
H 17.370 6.884 11.712 0.004
H 16.526 6.480 7.562 0.000
H 15.769 5.531 8.791 0.000
H 15.738 5.168 7.041 0.006
H 14.006 5.686 10.704 0.000
H 14.911 7.760 5.359 0.000
C 11.901 12.491 6.229 0.008
H 10.083 8.864 14.973 0.000
C 15.577 10.508 6.459 0.005
H 9.539 5.235 8.121 0.000
Se 12.609 11.206 11.361 0.058
C 13.923 7.327 5.714 -0.001
H 15.810 8.819 13.538 0.000
C 11.507 13.651 6.809 -0.001
C 11.163 12.423 8.841 0.007
H 12.155 5.931 9.121 0.000
H 14.855 12.763 9.544 0.001
C 14.130 6.275 11.697 0.008
H 12.513 5.046 7.547 -0.002
Ni 11.632 9.630 9.470 1.942
H 13.150 8.029 5.597 -0.002
H 16.713 6.680 10.116 -0.018
H 9.688 5.521 6.416 0.000
H 14.541 10.295 6.044 0.001
Se 10.795 12.453 10.742 0.019
H 15.044 13.116 7.816 -0.001
C 14.640 12.416 8.570 0.022
N 10.441 8.547 8.268 0.027
H 16.333 9.839 6.041 0.005
C 14.882 8.860 12.990 -0.002
H 11.533 10.687 14.129 0.003
H 8.211 4.935 7.018 0.000
H 17.467 11.501 9.931 0.000
H 13.577 12.372 8.466 -0.006
H 14.590 5.654 12.481 0.000
C 10.379 8.873 13.933 0.010
H 14.620 9.929 12.952 0.003
C 9.605 7.863 7.894 0.006
C 11.858 11.318 6.980 0.003
H 11.546 14.576 6.304 0.000
H 9.874 7.255 11.035 -0.001
Si 15.534 10.791 8.337 0.002
H 12.128 10.376 6.477 -0.013
H 13.702 6.396 5.250 0.001
C 11.605 9.845 12.171 0.025
H 14.138 8.409 13.561 -0.001
Si 15.057 7.821 11.458 -0.049
H 7.838 7.124 8.336 0.000
C 9.034 5.568 7.232 0.000
H 11.636 6.587 7.607 0.003
N 11.483 11.277 8.234 0.052
H 15.781 11.410 5.906 0.002
C 16.754 7.378 10.947 0.077

***

20
Properties=species:S:1:pos:R:3:lowdin_charge:R:1 method="wB97M-V/def2-TZVPD" homo_lumo_gap_ev="6.726 / 6.733" largest_force_ha_per_bohr=0.09839 total_energy_ha=-552.5811 lumo_ev="-5.17 / -5.17" de_lowest_ev=2.230 charge=+1
H -0.915 -2.000 1.195 0.230
H 1.860 -1.740 0.067 0.151
H -0.071 -3.344 0.367 0.238
C 0.490 -0.015 -0.082 -0.188
C -0.812 0.577 -0.168 -0.030
N -0.396 -2.277 0.237 0.155
H -1.028 -2.125 -0.496 0.111
C 0.784 -1.350 0.050 -0.029
H 0.007 3.858 0.376 0.157
H -1.703 -0.010 -0.389 0.116
C 4.063 -0.346 -0.115 -0.350
C 1.411 2.222 0.231 -0.014
C -0.909 1.914 -0.079 -0.037
H 2.341 2.844 0.352 0.160
C 1.608 0.849 -0.025 -0.142
O 4.766 -1.250 -0.395 0.216
C 2.877 0.393 0.014 -0.006
O 4.169 1.017 0.151 0.201
H -1.913 2.252 -0.074 0.115
C 0.192 2.729 0.267 -0.054

***

9
Properties=species:S:1:pos:R:3:lowdin_charge:R:1 method="wB97M-V/def2-TZVPD" homo_lumo_gap_ev=8.980 largest_force_ha_per_bohr=0.05296 total_energy_ha=-1327.2113 lumo_ev=-0.51 de_lowest_ev=2.867
H -0.811 1.366 0.745 -0.192
C 0.216 -0.515 1.867 -0.863
S -0.107 1.167 1.806 0.672
H -0.582 -2.602 1.223 -0.104
S -0.669 -1.364 0.634 0.634
N 0.241 1.158 -1.264 0.111
C 0.531 0.150 -1.827 -0.950
S 0.883 -1.060 -2.737 0.705
H 0.298 1.700 -0.446 -0.013

***

19
Properties=species:S:1:pos:R:3:lowdin_charge:R:1 method="wB97M-V/def2-TZVPD" homo_lumo_gap_ev=6.560 largest_force_ha_per_bohr=0.03529 total_energy_ha=-364.8344 lumo_ev=3.85 de_lowest_ev=0.575 charge=-1
H -0.070 1.101 -1.783 0.071
C 0.237 0.185 1.232 -0.262
H 0.118 -2.502 -1.421 0.005
C -1.301 1.815 0.025 -0.513
H -0.306 0.558 2.103 0.096
H -1.416 -0.380 -0.013 0.117
N 0.214 0.294 -1.227 0.008
H -2.229 1.710 -0.611 0.076
H 0.570 -1.395 -2.276 -0.005
C -0.617 0.386 -0.034 -0.414
H 1.677 -1.146 2.179 0.056
O -0.489 2.790 -0.408 -0.350
H 0.267 -1.971 1.484 0.063
C 0.963 -1.133 1.357 -0.129
O 0.395 -2.363 -2.340 -0.130
H -1.655 1.921 1.081 0.074
H 1.162 0.513 -0.931 0.072
H 0.967 1.002 1.140 0.107
H 1.513 -1.387 0.442 0.058